Version a
{
  "formula": "C17H20N2O3S2",
  "method": "wB97M-V/def2-TZVPD",
  "orbital_gap_ha": 0.291,
  "homo_ev": -7.8,
  "total_charge": 0,
  "elements": ["O", "C", "N", "C", "N", "C", "C", "S", "C", "C", "C", "C", "H", "H", "H", "H", "H", "H", "H", "H", "H", "C", "C", "H", "H", "S", "O", "O", "C", "C", "C", "C", "C", "C", "C", "H", "H", "H", "H", "H", "H", "H", "H", "H"],
  "xyz": [[0.79982, -0.28058, 2.71405], [0.12184, -0.52467, 1.65558], [-1.22896, -0.50801, 1.50700], [-2.08723, -0.70146, 0.67051], [-3.35219, -0.28514, 0.99538], [-4.00707, -0.82223, -0.08516], [-3.31438, -1.47118, -1.07439], [-1.69969, -1.34673, -0.95561], [-4.00757, -1.72032, -2.54640], [-5.49732, -1.20305, -2.56631], [-6.09682, -1.42545, -1.45883], [-5.42489, -0.46463, -0.27526], [-6.00139, -0.69305, 0.95130], [-5.70708, 0.44349, -0.40579], [-7.25000, -0.93473, -1.40635], [-6.11347, -2.53721, -0.93352], [-6.05614, -1.72049, -3.24976], [-5.32815, -0.20714, -2.75735], [-3.53427, -1.51016, -3.50591], [-4.05141, -3.02676, -2.52214], [-1.48124, 0.03441, 2.44252], [1.22673, -1.10754, 0.42604], [1.25623, 0.03683, -0.69502], [0.47535, -0.01459, -1.28137], [2.12723, 0.19774, -1.38665], [1.16873, 1.79094, 0.06360], [1.49101, 2.72261, -0.82166], [-0.01110, 2.00258, 0.61855], [2.70629, 1.81678, 1.38494], [3.76745, 1.10158, 0.82526], [4.40634, 1.62003, -0.51978], [5.47746, 1.02718, -0.92383], [5.93484, -0.26870, -0.31642], [5.34643, -0.61051, 1.01660], [4.29804, 0.05165, 1.48944], [3.82121, -0.37500, 2.14660], [5.67002, -1.38073, 1.35522], [6.84551, -1.03658, -0.64439], [5.97033, 1.21063, -1.87400], [4.17332, 2.37852, -0.98841], [2.17326, 1.31649, 2.33460], [2.98460, 2.75487, 1.42872], [0.69255, -1.85512, 0.09548], [2.07704, -1.22928, 0.99034]],
  "nbo_charge": [-0.632, 0.711, -0.624, 0.281, -0.441, 0.117, -0.350, 0.414, -0.376, -0.493, -0.338, -0.353, 0.178, 0.191, 0.206, 0.220, 0.225, 0.213, 0.227, 0.181, 0.453, -0.429, -0.640, 0.211, 0.253, 2.226, -0.984, -0.975, -0.606, -0.009, -0.187, -0.212, -0.209, -0.154, -0.235, 0.194, 0.169, 0.227, 0.212, 0.197, 0.271, 0.223, 0.207, 0.239]
}

Version b
{
  "formula": "C17H20N2O3S2",
  "method": "wB97M-V/def2-TZVPD",
  "orbital_gap_ha": 0.340,
  "homo_ev": -9.1,
  "total_charge": 0,
  "elements": ["O", "C", "N", "H", "C", "C", "C", "C", "C", "S", "H", "H", "H", "H", "H", "C", "C", "C", "C", "C", "C", "H", "H", "S", "O", "O", "N", "C", "C", "C", "C", "C", "H", "H", "H", "H", "H", "H", "H", "H", "H", "H", "H", "H"],
  "xyz": [[2.02333, 1.33318, 3.32032], [2.02522, 0.41450, 2.52677], [2.24311, -0.87291, 2.89205], [2.06572, -1.61406, 2.23304], [2.37906, -1.24737, 4.28814], [1.07760, -1.70391, 4.86200], [0.10781, -0.94254, 5.43574], [-1.02884, -1.69063, 5.81770], [-0.91013, -3.00839, 5.52072], [0.59240, -3.36813, 4.76731], [-1.60976, -3.80101, 5.69694], [-1.89268, -1.26345, 6.29430], [0.20886, 0.11800, 5.57972], [3.13507, -2.03271, 4.36934], [2.71583, -0.35089, 4.81556], [1.80710, 0.62535, 1.06093], [0.99962, 1.69441, 0.67691], [0.77262, 1.95007, -0.66239], [1.37048, 1.14558, -1.61364], [2.19351, 0.09757, -1.25190], [2.41302, -0.16713, 0.08978], [3.08091, -0.96773, 0.37203], [2.66190, -0.48556, -2.02941], [1.02240, 1.46184, -3.34363], [1.87371, 0.61959, -4.13620], [1.02507, 2.87585, -3.57341], [-0.54913, 0.93546, -3.40228], [-0.77731, -0.47480, -3.59220], [-2.04931, -0.87771, -2.84747], [-3.22250, -0.02851, -3.33376], [-2.89738, 1.45494, -3.16655], [-1.60176, 1.78239, -3.90669], [-1.28890, 2.81367, -3.74500], [-1.74134, 1.62472, -4.98679], [-2.77105, 1.68197, -2.10667], [-3.70796, 2.07004, -3.55884], [-4.12472, -0.28115, -2.77402], [-3.40911, -0.24101, -4.38882], [-1.90025, -0.71475, -1.77829], [-2.25019, -1.93711, -3.01209], [0.09478, -1.00402, -3.20685], [-0.87789, -0.70982, -4.66191], [0.15573, 2.77233, -0.98754], [0.56539, 2.31383, 1.44702]],
  "nbo_charge": [-0.615, 0.665, -0.603, 0.398, -0.264, -0.211, -0.251, -0.249, -0.410, 0.416, 0.236, 0.226, 0.237, 0.211, 0.253, -0.143, -0.157, -0.188, -0.312, -0.205, -0.150, 0.212, 0.244, 2.340, -0.937, -0.934, -0.705, -0.217, -0.405, -0.399, -0.403, -0.219, 0.239, 0.178, 0.202, 0.214, 0.213, 0.196, 0.203, 0.213, 0.220, 0.186, 0.236, 0.240]
}

What should be chosen as the least stable of them? Choose version a.

Version a
{
  "formula": "C3H2N4",
  "method": "wB97M-V/def2-TZVPD",
  "orbital_gap_ha": [0.279, 0.279],
  "homo_ev": [-9.7, -9.7],
  "total_charge": 0,
  "elements": ["N", "C", "C", "C", "N", "N", "N", "H", "H"],
  "xyz": [[2.95286, -0.12446, 0.42227], [1.88170, -0.01682, -0.03483], [0.66967, 0.18075, -0.68602], [-0.40787, -0.74294, -0.52992], [-1.51483, -0.64374, 0.08450], [-0.87810, 2.62385, 1.23741], [-0.32642, 1.78325, 0.78928], [-0.11184, -1.59746, -1.17736], [-2.09365, -1.46347, -0.09122]],
  "nbo_charge": [-0.202, 0.094, 0.117, -0.021, -0.630, 0.060, 0.007, 0.224, 0.351]
}

Version b
{
  "formula": "C3H2N4",
  "method": "wB97M-V/def2-TZVPD",
  "orbital_gap_ha": [0.194, 0.176],
  "homo_ev": [-10.9, -10.8],
  "total_charge": 0,
  "elements": ["C", "C", "C", "N", "N", "N", "N", "H", "H"],
  "xyz": [[-3.25279, -0.86749, 0.03738], [-2.07288, -0.96919, 0.15620], [1.16466, 1.07288, 0.03905], [2.48829, 1.07813, 0.00681], [2.85229, -0.17374, -0.08468], [1.82641, -0.94120, -0.11058], [0.76032, -0.19314, -0.03611], [-4.29775, -0.93191, -0.12659], [0.53145, 1.92564, 0.11852]],
  "nbo_charge": [-0.329, 0.223, 0.085, -0.278, -0.030, -0.093, -0.050, 0.253, 0.219]
}

What should be chosen as the least stable of them? Choose version b.

Version a
{
  "formula": "H3S3",
  "method": "wB97M-V/def2-TZVPD",
  "orbital_gap_ha": 0.218,
  "homo_ev": -2.6,
  "total_charge": -1,
  "elements": ["S", "H", "S", "S", "H", "H"],
  "xyz": [[1.51428, 0.93508, -2.07492], [2.56503, -0.00466, -2.26265], [-1.62369, -0.59800, 2.83012], [0.15204, -0.31734, -0.86946], [-2.54884, 0.09244, 2.19168], [-0.69827, -0.40352, 1.89912]],
  "nbo_charge": [-0.315, 0.098, -0.349, -0.766, 0.137, 0.196]
}

Version b
{
  "formula": "H3S3",
  "method": "wB97M-V/def2-TZVPD",
  "orbital_gap_ha": 0.224,
  "homo_ev": -2.6,
  "total_charge": -1,
  "elements": ["S", "H", "S", "S", "H", "H"],
  "xyz": [[0.85234, 1.59670, -1.32708], [1.95886, 1.40069, -2.06387], [-1.43010, -1.28591, 1.76977], [0.19854, -0.39154, -1.21929], [-0.98767, -0.08214, 2.15925], [-0.59197, -1.23781, 0.68122]],
  "nbo_charge": [-0.265, 0.086, -0.423, -0.735, 0.135, 0.202]
}

What should be chosen as the least stable of them? Choose version a.

Version a
{
  "formula": "C2H3BrOS",
  "method": "wB97M-V/def2-TZVPD",
  "orbital_gap_ha": 0.284,
  "homo_ev": -8.0,
  "total_charge": 0,
  "elements": ["C", "C", "O", "S", "Br", "H", "H", "H"],
  "xyz": [[1.13817, 1.28988, 0.42103], [-0.85631, -0.09798, 0.54591], [0.11049, 0.97629, 0.93349], [0.93232, -1.48316, -2.22233], [1.71253, 0.23730, -1.23442], [-0.83213, -0.82889, 1.33058], [-0.43260, -0.50907, -0.34046], [-1.77246, 0.41562, 0.56619]],
  "nbo_charge": [0.353, -0.256, -0.459, -0.555, 0.251, 0.214, 0.236, 0.215]
}

Version b
{
  "formula": "C2H3BrOS",
  "method": "wB97M-V/def2-TZVPD",
  "orbital_gap_ha": 0.335,
  "homo_ev": -9.1,
  "total_charge": 0,
  "elements": ["C", "C", "O", "S", "Br", "H", "H", "H"],
  "xyz": [[1.21163, -0.02715, -0.11955], [-0.17213, 0.27581, -0.58957], [2.16444, 0.13046, -0.82163], [0.15480, 0.70546, -2.46170], [-1.94149, 0.67533, -3.13429], [1.12481, -0.29684, 0.93122], [-0.97660, -0.43121, -0.38203], [-0.37951, 1.17418, 0.00064]],
  "nbo_charge": [0.428, -0.588, -0.492, 0.139, -0.097, 0.117, 0.253, 0.240]
}

What should be chosen as the least stable of them? Choose version a.